74
Properties=species:S:1:pos:R:3:forces:R:3 method="wB97M-V/def2-TZVPD" homo_energy_ev=-7.803 gap_ev=8.095 smiles="CCN(CC)CCCNC(=O)c1cn(CC)c2cc(N3CCN(C(=O)c4ccco4)CC3)c(F)cc2c1=O" lumo_ev=0.3
C 1.9918 4.2037 -4.7797 0.2 -0.3 -0.1
C 3.0451 3.1152 -5.0266 -0.1 0.2 0.2
N 2.7141 2.1429 -6.0503 0.1 0.0 0.0
C 2.5761 2.7090 -7.3768 0.1 -0.2 -0.2
C 2.8578 1.6805 -8.4688 -0.1 0.3 0.1
C 1.6610 1.2088 -5.6890 0.1 -0.4 -0.1
C 2.1703 -0.2389 -5.6854 -0.1 0.2 0.3
C 3.0930 -0.5123 -4.4967 0.2 0.0 -0.3
N 2.3627 -0.5002 -3.2540 -0.2 -0.2 -0.2
C 2.5553 0.4000 -2.2819 -0.1 -0.2 0.2
O 3.4223 1.2650 -2.3012 0.3 0.2 0.0
C 1.6201 0.2781 -1.1202 0.0 0.0 0.0
C 1.8435 1.1297 -0.0842 0.1 -0.1 -0.3
N 1.1212 1.1888 1.0511 0.3 -0.1 -0.2
C 1.4801 2.1815 2.0456 -0.1 0.5 0.2
C 0.6582 3.4583 1.8846 0.1 -0.2 0.1
C 0.0275 0.3599 1.1959 -0.4 -0.6 -0.3
C -0.7963 0.4124 2.3206 0.0 0.0 0.1
C -1.9013 -0.4258 2.4956 0.2 0.2 -0.3
N -2.6711 -0.2977 3.6189 0.0 -0.2 0.1
C -2.0848 0.1751 4.8598 0.1 0.1 0.2
C -2.7980 -0.4647 6.0579 0.2 0.2 0.2
N -3.0823 -1.8573 5.7955 0.1 0.2 0.0
C -2.4657 -2.7980 6.5571 -0.1 0.4 0.0
O -1.6578 -2.4892 7.4219 0.1 -0.3 0.1
C -2.7986 -4.2141 6.3502 0.8 -0.8 0.7
C -2.1601 -5.2846 6.9289 -0.3 0.8 -0.3
C -2.8446 -6.4378 6.4964 -0.4 0.1 -0.3
C -3.8522 -5.9922 5.6940 0.3 -0.7 0.3
O -3.8350 -4.6574 5.5979 -0.2 0.3 -0.1
C -3.9344 -2.1146 4.6509 -0.4 -0.1 -0.4
C -3.9912 -0.8539 3.7798 -0.3 -0.2 0.1
C -2.1429 -1.3535 1.4586 0.2 -0.1 -0.4
F -3.1529 -2.2598 1.5586 0.1 0.1 0.1
C -1.3644 -1.4086 0.3380 -0.1 0.1 0.3
C -0.2681 -0.5583 0.1705 -0.1 0.1 0.3
C 0.5200 -0.6626 -1.0576 0.1 0.2 0.1
O 0.2378 -1.4807 -1.9368 -0.1 -0.1 0.0
H 1.0358 3.7603 -4.5081 -0.1 0.0 0.0
H 2.3155 4.8461 -3.9647 0.0 0.1 0.1
H 1.8480 4.8170 -5.6669 -0.1 0.1 -0.1
H 3.9855 3.5914 -5.3208 0.0 0.0 0.1
H 3.2277 2.5745 -4.0959 0.1 0.1 -0.1
H 1.5717 3.1393 -7.5458 0.1 0.1 0.0
H 3.3054 3.5181 -7.4668 -0.1 0.0 0.0
H 3.8258 1.2171 -8.2985 0.1 -0.1 0.0
H 2.0955 0.9062 -8.4833 -0.1 -0.1 0.0
H 2.8683 2.1689 -9.4409 0.0 0.0 -0.1
H 0.8165 1.2904 -6.3863 0.0 0.0 0.1
H 1.2802 1.4360 -4.6887 -0.1 0.1 0.0
H 2.7205 -0.4332 -6.6043 0.0 0.0 -0.1
H 1.3175 -0.9207 -5.6384 0.0 -0.1 -0.1
H 3.5706 -1.4915 -4.6168 0.0 0.1 0.0
H 3.8642 0.2578 -4.4396 0.0 -0.1 0.0
H 1.5790 -1.1414 -3.1419 0.1 0.1 0.2
H 2.6754 1.8167 -0.1717 0.0 0.0 0.0
H 2.5396 2.4135 1.9174 -0.1 -0.1 0.0
H 1.3520 1.7581 3.0441 0.1 0.0 -0.1
H 0.8331 3.8910 0.9026 0.0 0.1 -0.1
H 0.9473 4.1832 2.6405 0.0 0.1 0.1
H -0.4046 3.2522 1.9833 -0.1 0.0 0.0
H -0.6056 1.1431 3.0855 0.0 0.1 0.1
H -1.0288 -0.1100 4.8828 -0.1 0.1 0.0
H -2.1577 1.2688 4.9415 0.1 0.0 0.1
H -3.7313 0.0603 6.2856 0.1 0.0 0.0
H -2.1515 -0.4258 6.9368 -0.1 0.1 -0.2
H -1.3109 -5.2268 7.5772 0.2 0.1 0.1
H -2.6222 -7.4542 6.7473 0.0 -0.2 0.0
H -4.6195 -6.5103 5.1525 -0.1 0.0 -0.1
H -4.9451 -2.3958 4.9698 0.0 0.0 -0.1
H -3.5202 -2.9350 4.0600 -0.1 0.2 0.0
H -4.4361 -1.0887 2.8167 0.0 0.0 0.1
H -4.6223 -0.0928 4.2522 0.0 -0.1 -0.1
H -1.5755 -2.1307 -0.4356 0.0 -0.1 -0.1